Record 1
Density functional theory data (ωB97M-V/def2-TZVPD) for one molecule with the formula CH3NO3S at a distorted geometry.

Geometry as XYZ:
```
9
Properties=species:S:1:pos:R:3
S 0.99393 -0.12827 0.52452
O -0.43486 1.01410 -0.00516
O 0.64148 -1.25091 -0.52166
O -1.92240 -0.55721 0.64869
N 2.22090 0.59870 0.16096
C -1.62660 0.54494 0.29322
H -2.40326 1.31269 0.11861
H -0.00847 -1.89771 -0.41192
H 2.53929 0.36366 -0.80726
```

## Properties
- Orbital gap: 10.6 eV
- Energy above the lowest of the compared OMol25 structures with the same formula, charge and spin: 1.710 eV
- Multiplicity: 1
- Total charge: 0

---

Record 2
Density functional theory data (ωB97M-V/def2-TZVPD) for a 4-piece molecular cluster, C3H10N2O3 overall at a distorted geometry.

Geometry as XYZ:
```
18
Properties=species:S:1:pos:R:3
O -0.07270 1.87896 2.32328
O 1.23863 -4.00464 0.82671
O 0.83237 -0.72642 1.82581
N -0.84601 -0.13369 -0.72699
N -0.65528 1.92325 -1.47492
C -1.18054 1.10968 -0.52840
C -0.06470 -0.12225 -1.86045
C 0.04417 1.14374 -2.34395
H -1.74594 1.49976 0.30283
H 0.41904 -1.05177 1.00953
H 0.21433 -1.02034 -2.37363
H 0.45669 -4.45301 0.49765
H 0.00300 0.94837 2.05627
H 0.68109 -1.38429 2.51612
H 0.71917 2.12635 2.81721
H 1.31024 -3.99969 1.78299
H 0.68916 1.42870 -3.15404
H -0.75352 2.91948 -1.55582
```

## Properties
- Orbital gap: 9.6 eV
- Structure (SMILES): c1c[nH]cn1.O.O.O
- Energy above the lowest of the compared OMol25 structures with the same formula, charge and spin: 0.875 eV
- Multiplicity: 1
- Total charge: 0

---

Record 3
Density functional theory data (ωB97M-V/def2-TZVPD) for one molecule with the formula C22H34N4O5S at a distorted geometry.

Geometry as XYZ:
```
66
Properties=species:S:1:pos:R:3
S -3.10467 -2.19727 -0.40353
O -3.99612 -2.47519 0.68797
O 2.37849 -3.86197 1.02848
O 0.37999 0.24025 -2.71466
O 4.18165 -1.84203 -1.31283
O -3.39967 -2.76013 -1.69059
N 1.20832 1.87064 0.40900
N -2.83825 -0.55666 -0.54733
N 1.97517 -2.30590 -1.22814
N 2.53810 0.48772 -2.07411
C -1.45998 -2.74053 0.05607
C 0.37662 2.35079 3.44305
C 0.24385 0.85195 3.20369
C -0.42051 -2.31411 -0.74723
C 1.76606 -1.73523 -2.54882
C 1.47364 -0.22820 -2.46557
C -1.24394 -3.54676 1.15386
C 3.38937 -2.95539 0.64965
C 0.87814 -2.69394 -0.44222
C 2.40288 2.25651 -0.30403
C 1.11195 -3.48270 0.69373
C -0.04786 2.33391 -0.16448
C -0.09623 3.84840 -0.33676
C -3.02153 0.04921 -1.85880
C 2.47563 1.90621 -1.81213
C 0.05140 -3.91690 1.47653
C 1.17049 0.47688 0.82883
C -3.42838 0.29658 0.47537
C -4.20574 0.99755 -1.68591
C 3.23277 -2.33071 -0.72479
C 1.37541 0.29367 2.33991
C -3.99273 1.51534 -0.26434
H 3.40787 0.00489 -1.88358
H 0.46664 2.87460 2.49799
H -4.20759 -0.26597 0.99563
H 2.51174 3.34149 -0.22300
H 0.93389 -2.24580 -3.03400
H 1.46084 -0.78174 2.52206
H 1.96267 -0.08789 0.32566
H -3.25743 2.32062 -0.27150
H -3.19953 -0.73866 -2.58884
H -0.64802 -1.67851 -1.58605
H -0.26686 1.84300 -1.12575
H -0.71274 0.63126 2.72429
H 3.25594 1.80241 0.20691
H 3.45233 -2.13111 1.38092
H -4.21625 1.79180 -2.42897
H 0.21611 0.02125 0.54382
H 4.33303 -3.50569 0.67780
H 1.59269 2.28731 -2.32723
H 2.68471 -1.89462 -3.12037
H -0.48950 2.72978 3.98113
H -2.10911 0.59120 -2.12769
H -4.90839 1.88045 0.19600
H -0.83156 2.04324 0.53841
H 1.26500 2.55898 4.03563
H -2.66179 0.57515 1.20523
H 0.26428 -4.54020 2.32978
H 0.55379 4.18601 -1.13950
H 0.20064 4.34541 0.58387
H -2.08625 -3.85911 1.74876
H 3.36650 2.37966 -2.23283
H 2.31594 0.76383 2.63361
H -1.11257 4.15014 -0.57865
H -5.13910 0.43664 -1.74777
H 0.24778 0.33819 4.16832
```

## Properties
- Orbital gap: 8.8 eV
- Structure (SMILES): CCCCN(CC)CCNC(=O)CN1C(=O)COc2ccc(S(=O)(=O)N3CCCC3)cc21
- Energy above the lowest of the compared OMol25 structures with the same formula, charge and spin: 1.497 eV
- Multiplicity: 1
- Total charge: 0

---

Record 4
Density functional theory data (ωB97M-V/def2-TZVPD) for a 2-piece molecular cluster, C5H10O overall at a distorted geometry.

Geometry as XYZ:
```
16
Properties=species:S:1:pos:R:3
O 0.63350 -1.66749 -0.02053
C -0.67530 0.39393 -0.82579
C -0.21430 1.61472 -0.11582
C 1.41988 -0.49515 0.13391
C -1.24057 -0.89600 0.85943
C 0.79885 0.64647 -0.66854
H -2.00270 -1.52116 0.41776
H -0.02467 -1.38139 -0.68491
H 1.52426 -0.24785 1.20088
H -1.11697 0.52851 -1.83388
H -0.71507 -1.50979 1.63052
H 2.39256 -0.77100 -0.26565
H -1.54122 0.02665 1.29735
H 1.42568 1.03033 -1.47902
H -0.39127 1.65918 0.95448
H -0.27266 2.59005 -0.60017
```

## Properties
- Orbital gap: 9.3 eV
- Energy above the lowest of the compared OMol25 structures with the same formula, charge and spin: 5.595 eV
- Multiplicity: 1
- Total charge: 0

---

Record 5
Density functional theory data (ωB97M-V/def2-TZVPD) for C3H6DyO3 as an isolated structure at a distorted geometry.

Geometry as XYZ:
```
13
Properties=species:S:1:pos:R:3
Dy 0.31757 -0.37043 -2.87936
O -0.51932 0.01549 -0.22836
O 2.76437 -0.37117 1.05453
O 1.77883 -1.03019 -0.82673
C 0.48678 0.23075 0.73764
C -1.76461 0.62572 0.06789
C 1.81055 -0.38254 0.29372
H -1.64838 1.71956 0.07370
H 0.18105 -0.25895 1.67595
H -2.49342 0.33305 -0.69526
H 0.59823 -2.03554 -1.20046
H 0.63790 1.30792 0.91416
H -2.14954 0.21633 1.01258
```

## Properties
- Orbital gap (spin up / spin down): 7.2 / 6.8 eV
- Energy above the lowest of the compared OMol25 structures with the same formula, charge and spin: 3.833 eV
- Multiplicity: 6
- Total charge: +1

---

Record 6
Density functional theory data (ωB97M-V/def2-TZVPD) for C24H43BrP2Rh as an isolated structure at a distorted geometry.

Geometry as XYZ:
```
71
Properties=species:S:1:pos:R:3
Rh 0.35051 -0.29362 -3.04164
Br -1.47382 1.89758 -0.09472
P 1.48258 1.67144 -2.01477
P -1.46358 0.98591 -2.24833
C 1.98579 2.33229 -0.36686
C 1.04578 0.97991 -5.41108
C 1.15125 -3.06462 -0.90547
C -0.82732 1.66537 -7.02120
C 0.37137 -1.11897 -6.74879
C -3.23000 0.53011 -2.65036
C -1.14507 -1.39966 -6.64590
C 0.98448 0.34314 2.72034
C -1.89655 -0.35321 -5.88098
C 0.95390 -0.37058 -5.52681
C 0.58705 -1.77936 -0.36486
C -1.72171 0.97405 -6.01262
C -1.89516 -2.62396 -0.22606
C 2.88724 -1.02629 0.57227
C 1.40078 -1.02908 0.55661
C -1.89673 -0.79264 2.29286
C -1.28142 -1.42015 -3.22701
C 3.06518 1.23208 -2.89340
C -0.96424 2.50116 -3.11266
C 0.55512 -0.40314 1.50995
C -0.78215 -0.91837 1.31396
C 0.62320 1.92197 -6.51926
C -0.76712 -1.74253 0.16317
C 0.45995 3.01484 -2.77191
H 1.65600 1.47458 -4.63689
H 0.30933 1.18660 2.92636
H -1.13663 2.45894 -4.20002
H 1.01024 -0.26089 3.65285
H -1.68810 3.20483 -2.70832
H -3.41455 0.46883 -3.73359
H -2.83777 -2.11517 -0.45864
H -1.23427 2.65414 -7.26701
H -3.54175 -0.44898 -2.20920
H 0.77906 2.96147 -6.14885
H 2.20845 1.49509 0.32209
H 2.89661 2.94751 -0.55131
H -2.12111 -3.28589 0.61596
H -2.88286 -1.04229 1.86424
H 3.37596 -0.06858 0.82342
H 0.38910 3.76428 -1.97837
H -3.92279 1.27788 -2.19569
H -1.67667 -1.50360 3.12851
H -2.46305 1.62384 -5.52131
H 1.45517 -3.70853 -0.05734
H 0.41351 -3.66692 -1.47030
H 3.78806 0.92240 -2.10968
H 2.82863 0.35726 -3.56603
H 2.04950 -2.89007 -1.52386
H -1.97635 0.22549 2.72437
H -2.38403 -1.37148 -3.00735
H 3.22638 -1.73366 1.34458
H 1.32965 1.80320 -7.36565
H -1.18268 -1.45985 -4.29287
H -1.53508 -1.55590 -7.65983
H 0.55310 -0.64105 -7.74262
H 3.40185 2.12658 -3.44972
H -0.73859 1.13378 -7.97654
H 3.32498 -1.38241 -0.37117
H 1.00317 3.48366 -3.60860
H 1.98481 0.76416 2.58170
H -0.89890 -2.29694 -2.74776
H -1.29023 -2.36109 -6.14479
H 0.86654 -2.10829 -6.79702
H 1.57685 -0.96693 -4.82374
H -2.71948 -0.72154 -5.25435
H 1.15759 2.94472 0.03342
H -1.66635 -3.27775 -1.06344
```

## Properties
- Orbital gap (spin up / spin down): 6.2 / 5.9 eV
- Energy above the lowest of the compared OMol25 structures with the same formula, charge and spin: 4.063 eV
- Multiplicity: 5
- Total charge: +1

---

Record 7
Density functional theory data (ωB97M-V/def2-TZVPD) for a 3-piece molecular cluster, C34H52BF2N4O6S2Si overall at a distorted geometry.

Geometry as XYZ:
```
102
Properties=species:S:1:pos:R:3
S 0.15437 -6.62856 -0.98203
S -0.82339 -3.92635 -1.80656
Si -3.29130 0.86747 3.89340
F 1.77146 -1.30506 4.50037
F 2.07519 1.38507 4.10884
O -0.17297 -1.71082 5.44547
O 1.75657 3.55085 -2.18000
O 7.17916 3.86214 -2.85037
O 0.30779 2.49218 4.78021
O 4.45153 0.48314 0.12617
O -2.65692 -1.32694 -4.16787
N -0.98820 -5.08439 0.86040
N -2.00191 0.47592 2.67786
N -5.75290 -0.32563 -2.14252
N -0.16773 0.28459 4.35851
C -2.31982 -5.68417 1.12094
C -0.86768 -3.70322 1.37654
C -6.12679 0.97312 -1.94369
C -1.09069 -0.30957 -2.29562
C -1.18133 0.69894 -4.93182
C -0.58286 -5.20992 -0.51722
C -0.15426 -3.73287 2.81707
C -2.40565 0.43347 1.33897
C -2.60085 -5.94583 2.66616
C 2.42789 -0.86671 -0.28396
C 0.98236 -2.53098 -3.55908
C 4.02768 4.30715 -1.88448
C -2.01632 0.06706 -1.22665
C 0.90077 -3.51720 -2.33104
C 0.72955 1.44023 4.41888
C 8.03986 4.66926 -2.05036
C 8.53489 5.86215 -2.84469
C -0.64861 0.20993 2.96568
C -5.35063 2.12977 -1.46344
C 0.91619 -0.57725 -0.58025
C -3.99748 -0.79533 4.54763
C 1.29760 -0.99823 -3.15155
C -2.69099 1.81989 5.42268
C -4.76777 1.84199 3.17488
C -1.51912 0.09772 0.21109
C -3.51748 0.46172 -1.44309
C -3.89678 1.87796 -1.17515
C -4.43258 -0.60069 -1.89264
C 2.75411 4.42977 -2.69577
C 0.35219 -0.14890 1.94100
C -0.07487 -0.22342 0.50261
C 0.34753 -0.62721 -1.96418
C 3.24170 0.46715 -0.64943
C 0.47060 -0.95695 4.78717
B -1.69295 -0.35422 -3.80683
H 3.84299 4.55630 -0.83480
H -3.21404 -0.99269 -4.89660
H -1.66222 -6.12112 3.26072
H 0.62982 -2.92097 2.89089
H -3.48536 0.64677 1.10818
H -3.05037 -4.98573 3.06814
H 1.41603 -0.37281 2.23361
H -4.07896 -1.65607 -2.06129
H -2.02502 1.37633 -5.24568
H 2.87627 -1.67517 -0.91796
H 7.68654 3.56479 -3.61529
H -3.16152 -5.08314 0.65071
H 7.69388 6.46478 -3.19473
H -3.61353 2.00584 6.05957
H -7.20713 1.19949 -2.18568
H 7.47359 4.99969 -1.17799
H 1.12296 -0.32289 -4.04079
H -5.52828 1.98403 3.99044
H 9.19029 6.49052 -2.23831
H -4.50602 -1.33088 3.69467
H -4.73848 -0.64720 5.38224
H -3.34579 -6.76338 2.84684
H -5.80079 3.15346 -1.34698
H -3.19301 2.66199 -0.80973
H 1.46489 -3.18287 -1.42068
H -2.20369 2.80637 5.20581
H 8.87819 4.05576 -1.70602
H -0.31695 1.27257 -4.47387
H -3.14084 -1.46865 4.87035
H 4.39961 3.28028 -1.90811
H 1.86147 -2.84376 -4.19519
H -1.89151 -3.22931 1.51725
H 0.06593 -2.57538 -4.22505
H 3.55543 0.36552 -1.73698
H 2.54160 -1.11908 0.80354
H 1.59481 3.80228 -1.26274
H -2.04431 1.11617 6.02144
H -5.24481 1.20004 2.37564
H 1.37733 -4.49022 -2.66120
H -0.20585 -3.04531 0.73467
H 2.60995 1.39357 -0.53125
H 2.38726 -0.86940 -2.88585
H 2.36950 5.45384 -2.66747
H -4.45847 2.82126 2.70365
H 2.93615 4.15937 -3.73654
H 4.99741 1.25431 -0.11960
H -0.94503 -3.64680 3.61153
H 0.38391 -4.70543 3.00307
H 4.80281 4.97028 -2.27122
H -2.31224 -6.70994 0.63887
H 9.08443 5.53502 -3.73138
H -0.79697 0.06939 -5.79513
```

## Properties
- Orbital gap: 5.8 eV
- Multiplicity: 1
- Total charge: +1

---

Record 8
Density functional theory data (ωB97M-V/def2-TZVPD) for a 2-piece molecular cluster, C5H8O overall.

Geometry as XYZ:
```
14
Properties=species:S:1:pos:R:3
O -0.05022 1.06221 -1.59202
C -0.73314 -1.01505 -0.49999
C 0.38318 0.70100 -0.29595
C 0.32796 -0.32802 -1.32357
C 1.61036 1.19329 0.39810
C -0.81390 0.01791 0.35646
H 1.09611 -0.71744 -1.97702
H -1.18813 -1.99761 -0.57912
H 2.39775 1.36947 -0.33651
H -2.61932 -1.73127 1.02920
H -1.58761 0.41169 1.00365
H -2.11262 -1.47065 1.50636
H 1.95141 0.41448 1.09310
H 1.43976 2.10524 0.97589
```

## Properties
- Orbital gap: 10.2 eV
- Structure (SMILES): C[C@]12C=C[C@H]1O2.[H][H]
- Energy above the lowest of the compared OMol25 structures with the same formula, charge and spin: 4.818 eV
- Multiplicity: 1
- Total charge: 0

---

Table of molecular weight (g/mol), in record order: 109.106; 122.124; 466.604; 86.134; 252.578; 576.366; 753.840; 84.118
Table of E_tot (a.u.), in record order: -718.5082; -455.5394; -1852.1470; -271.5470; -1228.2256; -4307.0869; -3307.3278; -270.3808